Entry 1:
Entry from the Open Molecules 2025 dataset: C16H18N6O4 in the gas phase (wB97M-V/def2-TZVPD).

Values from the calculation:
- HOMO level: -9.56 eV
- Lowest unoccupied orbital energy: 0.50 eV
- Relative energy (zero: lowest compared OMol25 entry of this formula, charge and spin): 0.036 eV
- Molar mass: 358.36 g mol⁻¹
- Frontier orbital gap: 10.06 eV
- SMILES string: Cc1nc(CN(C)C(=O)c2coc([C@H](C)NC(=O)[C@@H]3C[C@H]3C#N)n2)no1

Geometry as XYZ:
```
44
Properties=species:S:1:pos:R:3:forces:R:3:mulliken_charge:R:1
C -4.587850 -2.111535 -2.772883 0.0117 0.0209 -0.0066 -1.09
C -3.869822 -0.835096 -2.999593 -0.0242 -0.0177 -0.0201 0.74
N -2.728165 -0.456871 -2.527252 0.0489 0.1327 -0.0483 -0.38
C -2.589141 0.800259 -3.079465 -0.0478 -0.0804 0.0112 0.67
C -1.387965 1.662127 -2.854041 0.0109 -0.0917 -0.0172 -1.03
N -0.212667 1.101240 -3.503579 0.0371 0.0273 0.0100 0.01
C -0.135424 1.315509 -4.941175 -0.0006 -0.0031 0.0451 -1.07
C 0.598919 0.155150 -2.950371 0.0068 0.0177 0.1055 0.51
O 1.412170 -0.475253 -3.607831 -0.0063 -0.0147 -0.0366 -0.68
C 0.526155 -0.140198 -1.488943 -0.0259 0.0981 0.0310 0.38
C 1.026500 -1.273838 -0.960891 -0.0476 -0.1125 0.0205 -0.42
O 0.810864 -1.252851 0.380998 0.0722 0.1158 -0.0387 -0.32
C 0.205102 -0.065432 0.610290 -0.0380 0.0105 0.0273 0.37
C -0.111254 0.294099 2.031406 -0.0220 0.0105 0.0041 0.32
C -1.019693 1.511529 2.098053 0.0172 -0.0411 0.0237 -1.59
N 1.118464 0.515389 2.780110 0.0049 -0.0679 0.0030 -0.20
C 1.667336 -0.453812 3.564503 -0.0168 0.1021 -0.0849 0.44
O 1.123754 -1.518365 3.786348 0.0199 -0.0371 0.0209 -0.68
C 3.017899 -0.118561 4.114299 -0.0288 0.0675 -0.0567 0.07
C 4.081615 -1.162597 3.926150 0.0390 -0.0868 0.0059 -0.75
C 3.481820 -0.950061 5.284920 -0.0002 0.0011 0.0549 -0.14
C 4.274347 -0.297514 6.295887 -0.0066 0.0222 0.0233 0.03
N 4.911717 0.235497 7.088881 -0.0028 -0.0101 -0.0128 -0.45
N 0.007980 0.635798 -0.450323 0.0518 -0.1084 -0.0669 -0.49
N -3.573440 1.164127 -3.839672 0.0110 -0.0003 0.0200 -0.47
O -4.442259 0.075421 -3.790846 -0.0302 -0.0288 0.0135 -0.14
H -3.990650 -2.741801 -2.120897 -0.0104 -0.0052 -0.0025 0.30
H -5.557741 -1.922639 -2.313820 0.0025 -0.0017 0.0042 0.30
H -4.757060 -2.621128 -3.720910 0.0037 -0.0029 0.0030 0.30
H -1.582508 2.645791 -3.280321 0.0195 0.0115 0.0211 0.41
H -1.212327 1.759424 -1.788070 -0.0106 0.0557 -0.0098 0.44
H 0.757280 0.828217 -5.317059 -0.0087 0.0146 -0.0244 0.39
H -1.012768 0.901819 -5.444402 0.0026 -0.0162 -0.0051 0.32
H -0.091567 2.386312 -5.145884 -0.0017 -0.0056 -0.0004 0.30
H 1.515567 -2.133266 -1.380029 -0.0110 0.0079 -0.0012 0.47
H -0.582120 -0.569383 2.502948 -0.0173 0.0091 -0.0201 0.32
H -1.943615 1.323796 1.553972 -0.0099 0.0045 0.0065 0.37
H -1.252304 1.733081 3.138361 -0.0105 0.0059 -0.0092 0.44
H -0.539526 2.379323 1.645063 0.0055 0.0031 0.0012 0.32
H 1.659813 1.336590 2.563484 0.0139 -0.0098 0.0189 0.30
H 3.323379 0.919085 4.093032 0.0191 -0.0111 -0.0018 0.38
H 3.789336 -2.067007 3.411860 -0.0189 0.0080 0.0177 0.24
H 5.095047 -0.825542 3.765970 -0.0127 0.0169 0.0086 0.33
H 2.774802 -1.686834 5.641722 0.0114 -0.0101 -0.0381 0.44
```
Positions in Å, forces in eV/Å.

=====

Entry 2:
Entry from the Open Molecules 2025 dataset: a molecular structure, C41H37F7FeN7O9S2 in a non-equilibrium geometry (wB97M-V/def2-TZVPD).

Values from the calculation:
- HOMO level (alpha / beta): -10.13 / -9.17 eV
- Lowest unoccupied orbital energy (alpha / beta): -3.29 / -3.29 eV
- Net charge: +1
- Relative energy (zero: lowest compared OMol25 entry of this formula, charge and spin): 0.710 eV
- 2S+1: 5
- Molar mass: 1024.75 g mol⁻¹
- Frontier orbital gap (alpha / beta): 6.84 / 5.88 eV
- <S²>: 6.012

Geometry as XYZ:
```
104
Properties=species:S:1:pos:R:3:forces:R:3:mulliken_charge:R:1
Fe -1.938982 -0.860714 -1.855048 2.5896 -0.3099 1.0932 1.57
C -3.560427 -1.612620 2.538537 0.2912 -0.0066 0.1712 -0.39
O -4.572733 -1.441569 1.540030 -0.4943 0.1246 -0.2921 -0.54
C -3.930871 -1.348153 0.371219 0.9844 -0.1036 0.4715 0.37
N -2.648659 -1.351473 0.357734 -0.7465 -0.4279 0.8110 0.55
C -2.225161 -1.397074 1.776578 -0.2801 0.0986 0.1304 -0.03
C -1.242828 -2.460056 2.192951 0.0828 0.1006 -0.1118 -0.52
C -0.747328 -2.458347 3.496000 0.0088 0.1506 -0.0195 -0.35
C 0.067759 -3.489355 3.932619 0.0201 0.0614 0.0879 -0.72
C 0.395098 -4.534072 3.077097 0.0249 -0.0446 -0.0416 -0.54
C -0.091354 -4.533038 1.780405 -0.0342 -0.0310 -0.0525 -0.72
C -0.907729 -3.496831 1.348787 0.0885 -0.0425 0.0475 0.65
C -4.668675 -1.024035 -0.846518 -0.0675 -0.0126 -0.7952 -0.05
C -5.904413 -0.401867 -0.869670 -0.0525 -0.1751 0.2785 -1.05
C -6.312713 0.211534 -2.045174 0.2111 -0.0738 -0.0815 -0.60
C -5.434420 0.255734 -3.114013 -0.0507 0.0590 -0.1791 -0.75
C -4.220339 -0.410731 -3.008377 -1.2329 -0.3920 0.1844 0.50
N -3.894996 -1.130278 -1.933691 -1.7698 1.1681 -0.3427 0.66
C -3.195326 -0.330705 -4.052403 0.5331 -0.3172 -1.6824 0.25
N -2.030090 -0.853002 -3.988168 -1.0961 0.6797 -0.2331 0.36
C -1.346443 -0.584612 -5.262137 0.0863 0.1177 -0.1553 -0.70
C -2.383977 0.265065 -6.043540 0.2812 -0.1020 -0.0873 -0.63
O -3.534003 0.296120 -5.189244 -0.6235 0.0597 0.4154 -0.46
C -0.024847 0.147276 -5.187875 -0.0215 -0.0683 0.0345 -0.04
C 0.272241 1.047706 -4.173830 -0.0010 -0.0067 -0.0503 0.15
C 1.472603 1.741291 -4.191004 -0.0831 0.0292 0.0441 -0.75
C 2.370688 1.561971 -5.232500 0.0879 0.0124 -0.0245 -0.62
C 2.066781 0.683340 -6.260944 -0.0145 0.0082 -0.0034 -0.84
C 0.874229 -0.023000 -6.233942 -0.0268 -0.0278 0.0255 -0.47
H -3.626094 -2.625158 2.938028 -0.0678 0.0131 -0.0593 0.33
H -3.735395 -0.896238 3.339374 -0.0347 0.0105 -0.0459 0.37
H -1.805973 -0.413210 2.010220 0.0270 0.0253 0.0060 0.07
H -1.013959 -1.650518 4.172197 0.0225 -0.0128 0.0069 0.46
H 0.440358 -3.485004 4.950046 -0.0108 -0.0192 -0.0035 0.44
H 1.015238 -5.348534 3.427716 0.0216 0.0101 -0.0133 0.43
H 0.133110 -5.336882 1.091783 0.0562 -0.0187 0.0228 0.48
H -1.308460 -3.491989 0.356874 -0.1172 -0.0740 -0.2867 0.11
H -6.498988 -0.365916 0.032437 -0.0205 0.0127 -0.0187 0.55
H -7.272489 0.703996 -2.107566 -0.0042 0.0295 0.0352 0.47
H -5.658563 0.824816 -4.004031 0.0053 -0.0245 -0.0186 0.58
H -1.176174 -1.544405 -5.750626 -0.0097 0.0163 -0.0109 0.57
H -2.671341 -0.171232 -6.998202 -0.0439 -0.0097 0.0357 0.32
H -2.036702 1.286256 -6.196579 -0.0578 -0.0026 0.0378 0.41
H -0.433222 1.190316 -3.367692 -0.0220 0.0104 0.0578 0.50
H 1.702693 2.429189 -3.386127 0.0048 0.0079 -0.0103 0.48
H 3.304973 2.108651 -5.246650 -0.0002 -0.0055 0.0076 0.41
H 2.758351 0.541977 -7.081023 0.0094 -0.0055 0.0087 0.41
H 0.639258 -0.713719 -7.035932 0.0330 -0.0547 0.0277 0.44
C 1.965338 5.359902 0.809792 -0.1281 -0.0469 0.0595 -0.98
C 0.652120 4.950647 1.470982 0.2964 0.1221 -0.0687 -0.95
N 0.262315 3.591923 1.098903 -0.1891 0.1318 -0.0167 0.27
C -0.644278 3.425755 0.107215 0.0643 -0.1230 0.0453 -0.56
C -0.984252 2.231722 -0.440061 -0.1887 -0.1889 -0.0003 -0.26
C -2.095936 2.220062 -1.461568 -0.1677 -0.0417 -0.2871 -0.17
O -2.624658 3.279538 -1.768399 0.0893 0.0834 0.1080 -0.82
O -2.412941 1.070865 -1.934843 -0.1899 1.0686 0.1606 -0.57
C -0.320209 1.030368 -0.017902 -0.0798 0.0327 -0.3338 0.64
O -0.486075 -0.088776 -0.520582 0.6608 0.6534 1.0248 0.05
C 0.615387 1.212122 1.098703 0.3426 0.0604 0.2062 1.32
C 1.285332 0.099366 1.606864 -0.1278 0.0678 0.0733 -0.16
C 2.141251 0.233880 2.665012 -0.0563 -0.1047 -0.1260 -0.55
F 2.819677 -0.852886 3.091531 0.0445 -0.0225 0.1016 -0.42
C 2.339560 1.461213 3.300532 -0.2117 0.1685 -0.1342 -1.20
C 1.718135 2.577185 2.760697 0.1823 0.0026 0.1791 -0.66
C 0.874180 2.481774 1.650912 0.0100 -0.2834 -0.1661 0.50
N 3.120039 1.622568 4.484245 0.2106 -0.1450 -0.0251 0.26
C 3.234041 0.479867 5.377649 0.0118 0.2189 0.0550 -0.55
C 3.652643 0.974012 6.754247 -0.4348 -0.3066 -0.1332 -0.99
N 4.986273 1.644114 6.611889 -0.0758 0.0567 0.0513 -0.11
C 4.889795 2.797546 5.661288 -0.0162 0.2928 -0.4830 -0.77
C 4.403758 2.283326 4.313369 -0.0749 -0.0883 0.1197 -0.44
H 2.227662 6.377412 1.097677 0.0350 -0.0023 0.0038 0.40
H 1.865804 5.324606 -0.274775 0.0181 0.0060 -0.0068 0.31
H 2.775607 4.689303 1.097815 0.0336 0.0241 -0.0037 0.27
H -0.142997 5.618777 1.147452 -0.0695 -0.0603 0.0592 0.44
H 0.722475 5.028675 2.555673 -0.1126 0.0038 0.0003 0.39
H -1.132544 4.317782 -0.265687 -0.0168 0.0013 -0.0029 0.53
H 1.120255 -0.864716 1.148976 -0.0058 -0.0880 0.0084 0.52
H 1.896292 3.528134 3.243422 -0.0653 -0.0010 0.0218 0.55
H 3.970974 -0.260917 5.034235 -0.0615 -0.0408 -0.0404 0.39
H 2.270077 -0.018625 5.452192 0.0234 -0.0507 0.0500 0.47
H 3.734859 0.147352 7.457637 0.1613 0.0452 0.0219 0.43
H 2.945450 1.707994 7.135761 0.1005 0.0741 0.0287 0.38
H 5.643674 0.960555 6.227361 0.0978 0.0182 0.1131 0.40
H 5.340338 1.951280 7.517499 0.0484 -0.0300 0.0071 0.35
H 5.863706 3.275570 5.572646 0.0487 -0.0986 0.1005 0.41
H 4.173135 3.505984 6.072497 0.0169 -0.0547 0.1156 0.36
H 5.162030 1.604826 3.885836 -0.0131 0.0318 -0.0487 0.21
H 4.291429 3.127147 3.635651 0.0675 0.0147 0.0122 0.40
F 2.405538 -0.774730 -1.245577 0.0003 -0.0649 -0.0756 -0.18
C 2.284276 -2.098505 -1.391269 -0.0992 -0.1730 0.0353 0.65
F 1.939499 -2.620141 -0.207923 0.0150 0.1175 -0.0445 -0.18
F 3.469107 -2.589458 -1.737184 -0.1538 -0.0329 -0.0272 -0.24
S 0.980072 -2.454608 -2.688633 0.2010 0.1178 0.1809 0.84
O 0.039618 -1.369199 -2.548079 1.1736 -0.3862 -0.2251 -0.20
O 1.704069 -2.554953 -3.910684 0.0847 -0.0183 -0.0524 -0.70
N 0.408852 -3.840567 -2.174985 -0.1647 0.0989 -0.0982 -0.45
S -1.134768 -4.116798 -2.187228 -0.1203 -0.1333 -0.5021 0.58
O -1.473103 -5.260803 -1.408174 0.1276 -0.0159 0.2253 -0.61
O -1.959526 -2.927668 -2.018052 0.1015 -1.5047 0.0240 -0.65
C -1.493053 -4.656956 -3.930148 0.0469 0.0716 0.1210 0.60
F -2.799555 -4.872313 -4.077012 0.0741 0.0424 0.0475 -0.23
F -0.833390 -5.773368 -4.210324 -0.0398 0.0731 0.0489 -0.23
F -1.117060 -3.708065 -4.795164 -0.0110 -0.0306 0.0697 -0.19
```
Positions in Å, forces in eV/Å.

=====

Which value of molar mass does entry 1 give?
358.36 g mol⁻¹